This record from OMol25 describes AlBH4 as an isolated structure in a non-equilibrium geometry. The level of theory is ωB97M-V/def2-TZVPD.

Properties
F_max   7.79 eV/A
HOMO energy   -22.6357 eV
Kohn-Sham gap   4.87 eV
Relative energy (zero: lowest compared OMol25 entry of this formula, charge and spin)   2.8621 eV
Total charge   +2

Geometry (Å):
Al: 0.8692 0.2018 -2.4798
B: -0.1651 -0.0503 0.5278
H: -0.5314 0.6452 1.2669
H: 0.8943 -0.0238 0.3244
H: -0.4323 -1.0742 0.7385
H: -0.6347 0.3013 -0.3778